ORCA calculation (ωB97M-V/def2-TZVPD) on a cluster of 8 separate species, C48H107N5O8 in total in a non-equilibrium geometry.

Results
**HOMO level**: -8.39 eV
**Molar mass**: 882.4 g/mol
**Kohn-Sham gap**: 0.327 Eh
**Total charge**: 0
**Structure (SMILES)**: CC1(C)CCCC(C)(C)N1O.CC1(C)CCCC(C)(C)N1O.CC1(C)CCCC(C)(C)N1O.CC1(C)CCCC(C)(C)N1O.CC1(C)CCCC(C)(C)N1O.CO.CO.CO
**Energy**: -75333.0949 eV
**Relative energy (zero: lowest compared OMol25 entry of this formula, charge and spin)**: 61.7 kcal per mole

Last column: Löwdin charge in e.
CARTESIAN COORDINATES (ANGSTROEM)
C  17.802  12.411  11.940  -0.024
C  16.834  11.420  11.269  -0.521
C  17.419  10.787  9.946  -0.116
C  18.509  9.704  10.147  -0.172
C  18.008  8.646  11.108  -0.152
C  17.640  9.242  12.456  -0.504
N  16.538  10.242  12.178  -0.047
O  15.938  10.760  13.396  -0.057
C  16.954  8.119  13.304  -0.021
C  18.796  9.732  13.269  -0.044
C  15.606  12.129  10.912  -0.058
H  18.888  12.146  12.025  0.082
H  17.398  12.611  12.922  0.053
H  17.783  13.329  11.382  0.075
H  16.538  10.293  9.582  0.095
H  17.718  11.565  9.191  0.133
H  19.480  10.177  10.542  0.128
H  18.721  9.235  9.164  0.113
H  18.707  7.831  11.179  0.120
H  17.042  8.315  10.804  0.107
H  16.001  7.795  12.834  0.093
H  17.694  7.343  13.415  0.080
H  16.740  8.497  14.291  0.068
H  19.467  8.867  13.508  0.115
H  19.336  10.556  12.815  0.039
H  18.539  10.205  14.223  0.082
H  15.195  12.632  11.800  0.088
H  14.862  11.397  10.452  0.114
H  15.900  12.892  10.195  0.089
H  16.633  11.235  13.900  0.044
C  16.246  15.276  20.226  -0.078
C  15.358  14.694  21.215  -0.560
C  14.763  13.398  20.679  -0.118
C  15.756  12.206  20.801  -0.145
C  16.294  12.001  22.274  -0.103
C  16.856  13.334  22.810  -0.523
N  15.897  14.446  22.594  -0.052
O  16.464  15.712  22.977  -0.027
C  17.064  13.257  24.335  -0.022
C  18.163  13.638  22.124  -0.042
C  14.254  15.731  21.276  -0.054
H  17.112  14.693  19.949  0.041
H  16.654  16.268  20.481  0.101
H  15.624  15.453  19.276  0.120
H  13.919  13.224  21.374  0.131
H  14.475  13.491  19.657  0.094
H  16.610  12.364  20.142  0.085
H  15.307  11.295  20.355  0.114
H  17.033  11.228  22.225  0.108
H  15.524  11.649  22.962  0.114
H  17.621  14.028  24.770  0.061
H  16.089  13.012  24.780  0.093
H  17.665  12.336  24.374  0.087
H  18.451  14.654  22.122  0.067
H  18.999  13.132  22.595  0.090
H  18.108  13.493  21.021  0.066
H  13.514  15.891  20.422  0.105
H  14.671  16.691  21.391  0.055
H  13.652  15.552  22.191  0.097
H  15.886  16.049  23.654  0.097
C  10.433  13.735  18.536  -0.020
C  11.040  13.885  17.091  -0.496
C  9.902  13.734  16.077  -0.115
C  8.988  15.007  15.943  -0.161
C  9.854  16.185  15.567  -0.141
C  10.927  16.389  16.684  -0.495
N  11.779  15.167  16.834  -0.073
O  12.720  15.396  17.876  -0.047
C  11.785  17.493  16.084  -0.066
C  10.310  16.797  18.017  -0.033
C  12.031  12.744  16.893  -0.050
H  9.415  14.090  18.563  0.063
H  11.097  14.060  19.386  0.095
H  10.431  12.637  18.644  0.075
H  10.347  13.604  15.098  0.101
H  9.299  12.886  16.254  0.106
H  8.429  15.266  16.840  0.094
H  8.257  14.788  15.208  0.094
H  9.207  17.061  15.556  0.121
H  10.271  16.227  14.588  0.105
H  12.680  17.774  16.713  0.094
H  12.148  17.223  15.084  0.080
H  11.317  18.478  15.927  0.086
H  11.011  16.687  18.816  0.063
H  10.139  17.939  18.076  0.112
H  9.295  16.496  18.232  0.065
H  12.424  12.709  15.825  0.095
H  11.600  11.720  17.111  0.104
H  12.874  12.807  17.565  0.057
H  13.506  15.369  17.345  0.087
C  12.218  11.775  12.487  -0.035
C  11.419  10.512  12.183  -0.497
C  10.456  10.777  11.053  -0.154
C  9.674  9.610  10.414  -0.158
C  10.704  8.608  9.844  -0.128
C  11.772  8.190  10.875  -0.455
N  12.345  9.525  11.511  -0.026
O  13.375  9.072  12.441  -0.092
C  11.317  7.204  12.013  -0.007
C  12.911  7.600  10.122  -0.071
C  10.906  10.012  13.561  -0.010
H  12.513  12.216  11.561  0.067
H  13.025  11.692  13.140  0.052
H  11.512  12.483  12.976  0.088
H  9.616  11.459  11.397  0.140
H  10.946  11.331  10.277  0.107
H  8.996  10.029  9.701  0.099
H  9.100  9.172  11.236  0.104
H  11.216  9.071  9.031  0.105
H  10.153  7.730  9.542  0.115
H  12.102  7.213  12.717  0.040
H  10.369  7.473  12.454  0.062
H  11.252  6.168  11.689  0.083
H  12.612  6.676  9.570  0.103
H  13.396  8.372  9.515  0.087
H  13.764  7.238  10.725  0.080
H  10.568  10.909  14.137  0.079
H  11.716  9.516  14.143  0.090
H  10.095  9.310  13.452  0.053
H  14.175  9.531  12.167  0.064
C  21.151  12.123  14.800  -0.009
C  21.332  13.319  15.816  -0.546
C  21.905  14.474  15.076  -0.146
C  21.888  15.742  15.928  -0.173
C  20.512  16.066  16.409  -0.141
C  19.781  14.937  17.080  -0.494
N  19.959  13.715  16.230  -0.040
O  19.332  12.652  16.928  -0.084
C  20.247  14.835  18.575  -0.019
C  18.281  15.144  17.214  -0.053
C  22.259  12.892  16.898  -0.041
H  22.159  11.850  14.480  0.085
H  20.479  12.343  13.961  0.070
H  20.660  11.311  15.372  0.084
H  22.978  14.201  14.912  0.137
H  21.420  14.539  14.081  0.133
H  22.295  16.562  15.379  0.103
H  22.659  15.599  16.724  0.116
H  19.806  16.400  15.599  0.131
H  20.537  16.880  17.125  0.123
H  20.149  13.814  19.058  0.085
H  21.334  15.014  18.578  0.069
H  19.666  15.587  19.193  0.107
H  17.703  14.453  17.798  0.059
H  18.081  16.096  17.686  0.087
H  17.780  15.223  16.224  0.073
H  22.649  13.728  17.492  0.073
H  23.117  12.337  16.529  0.090
H  21.765  12.167  17.586  0.099
H  19.656  12.709  17.871  0.098
C  13.964  7.246  15.366  -0.149
O  14.354  8.597  15.165  -0.137
H  14.855  6.686  15.720  0.086
H  13.153  7.065  16.038  0.065
H  13.653  6.859  14.430  0.049
H  14.339  8.817  14.229  0.013
C  17.440  16.996  13.314  -0.155
O  17.864  15.870  14.036  -0.153
H  16.340  17.071  13.372  0.088
H  17.866  17.808  13.839  0.063
H  17.836  16.972  12.308  0.079
H  17.712  15.087  13.436  0.095
C  15.931  12.812  15.782  -0.135
O  17.216  12.485  15.242  -0.172
H  15.696  12.339  16.766  0.092
H  15.871  13.897  15.970  0.062
H  15.131  12.597  15.022  0.086
H  17.858  12.541  16.008  0.061